[1]
18
Properties=species:S:1:pos:R:3:forces:R:3 method="wB97M-V/def2-TZVPD" e_tot_ha=-302.3877 orbital_gap_ev=10.10 smiles=NCN.NCN multiplicity=1 relative_energy_kj_mol=36.7
N 2.2444 -1.1482 0.7328 0.1 -0.5 -0.3
N -1.6308 -0.9225 -1.2715 -0.1 -0.2 0.7
N -2.3152 0.9286 0.2683 1.2 -0.5 0.2
N 2.5216 0.9735 -0.3276 -0.1 0.8 -0.2
C 1.8258 0.2352 0.7237 -0.6 0.5 -0.2
C -2.3657 -0.5136 -0.0718 -1.2 0.7 -0.8
H 1.6520 -1.7038 1.3319 -0.1 0.0 0.4
H 2.9052 1.8453 0.0236 0.4 -0.3 0.3
H 2.0207 0.6705 1.7061 0.1 -0.1 0.0
H -3.4302 -0.6725 -0.2712 0.1 -0.2 0.0
H 0.7421 0.3537 0.5447 0.0 -0.1 0.1
H 1.8569 1.3520 -0.9966 -0.1 -0.5 -0.1
H -2.1287 -1.1575 0.7684 0.3 0.2 0.1
H -1.3787 1.1571 0.6160 -0.3 -0.1 0.2
H -0.6693 -1.0782 -1.0245 0.5 -0.1 -0.1
H -1.6467 -0.1712 -1.9453 -0.1 0.0 -0.2
H 2.1190 -1.5646 -0.1875 0.2 0.3 0.0
H -2.3225 1.4165 -0.6194 -0.4 0.2 -0.1

[2]
18
Properties=species:S:1:pos:R:3:forces:R:3 method="wB97M-V/def2-TZVPD" e_tot_ha=-302.2352 orbital_gap_ev=8.82 multiplicity=1 relative_energy_kj_mol=437.1
N 1.9844 0.0507 -0.3175 0.9 -0.2 -1.2
N 1.9764 0.1288 2.0156 0.1 0.0 0.5
N -0.7349 0.4015 -1.0288 0.0 0.6 3.4
N 1.5893 0.7591 0.8258 -3.4 0.5 0.2
C -1.1036 -0.0186 0.7430 -2.3 -1.0 -3.1
C -1.6291 -0.3965 -1.8356 -0.7 -0.4 0.5
H -2.6528 -0.4651 -1.4265 0.1 0.0 -0.1
H 0.4713 0.7551 0.8335 3.7 0.3 0.0
H -2.1736 0.1875 0.7260 -0.2 -0.2 -0.2
H -1.0487 1.3703 -1.0494 0.0 -0.1 0.0
H -0.8478 0.2802 1.7628 1.2 0.8 -0.6
H -0.9763 -1.0955 0.6719 0.1 0.0 0.0
H 1.5570 -0.8799 -0.3597 -0.2 0.1 0.2
H -1.2473 -1.4180 -1.8968 0.0 0.1 -0.1
H 2.2103 -0.8565 1.8934 0.0 0.2 -0.1
H 2.7804 0.6195 2.3918 0.0 -0.3 -0.1
H -1.7091 0.0241 -2.8437 0.2 0.0 0.2
H 1.5541 0.5531 -1.1058 0.4 -0.4 0.5

[3]
17
Properties=species:S:1:pos:R:3:forces:R:3 method="wB97M-V/def2-TZVPD" e_tot_ha=-288.4108 orbital_gap_ev=12.87 multiplicity=1 relative_energy_kj_mol=8.4 total_charge=+1
O 0.2055 1.8460 -1.6517 0.6 0.4 -0.2
O -0.0295 -2.9263 -1.0061 0.2 -0.3 -0.1
N -0.3330 -0.4909 0.2432 0.3 -0.3 0.5
C 0.3644 0.1723 1.3883 0.7 0.7 -0.1
C -0.1948 1.5560 1.6244 -0.2 0.2 0.2
H -1.1378 1.5170 2.1702 -0.1 0.0 -0.1
H 0.9134 2.4852 -1.4492 -0.3 -0.4 0.2
H -0.3517 2.0996 0.6937 0.0 -0.1 0.0
H -0.5956 -3.7033 -1.0894 -0.1 0.1 0.1
H -0.0096 -1.4489 0.1232 0.0 -0.6 -0.2
H 0.1011 1.9855 -2.6032 -0.2 -0.2 0.1
H 1.4089 0.2338 1.0752 -0.1 0.0 -0.1
H 0.3812 -0.4200 2.3016 -0.5 -0.3 -0.3
H -1.3468 -0.5403 0.3332 0.0 0.2 0.0
H 0.7967 -3.2053 -1.4209 0.0 0.1 0.0
H -0.0825 -0.0064 -0.6220 -0.3 0.4 -0.1
H 0.4982 2.1304 2.2346 0.0 0.0 0.0